ORCA calculation (ωB97M-V/def2-TZVPD) on C77H73AsFGeN4O4P3Rb as an isolated structure in a non-equilibrium geometry.

Output
**Strongest force on any atom**: 1.89 eV/Å
**E_tot**: -243780.18281 eV
**Spin multiplicity**: 1
**Total charge**: -1
**Energy relative to the best compared isomer or geometry (same formula, charge and spin)**: 40.51 kJ/mol

Structure (XYZ):
```
165
C77H73AsFGeN4O4P3Rb ωB97M-V/def2-TZVPD
Rb 0.46898 0.56018 0.34640
C 3.98964 -2.45053 2.01132
C 3.47946 -1.30754 1.13384
O 2.42490 -0.71098 1.50279
C 4.22420 -1.02256 -0.00381
C 3.95547 0.00505 -0.96571
C 4.87015 0.08792 -2.16837
N 2.99676 0.86656 -0.79834
N 2.84136 1.76123 -1.83789
C 1.85877 2.62554 -1.71702
O 1.02675 2.76226 -0.76370
C 1.74077 3.52327 -2.91986
C 2.72973 3.59322 -3.90249
C 2.56581 4.40700 -5.01180
C 1.41140 5.16926 -5.16067
C 0.43125 5.11877 -4.18063
C 0.59862 4.30564 -3.06877
H 3.32472 -2.57620 2.86470
H 5.00043 -2.24177 2.36937
H 4.01749 -3.38267 1.44402
H 5.11143 -1.62367 -0.17275
H 5.54771 -0.76629 -2.20373
H 5.45359 1.01131 -2.12993
H 4.27785 0.12735 -3.07854
H 3.61713 2.98887 -3.77404
H 3.33918 4.44694 -5.77051
H 1.28195 5.79749 -6.03423
H -0.46896 5.71455 -4.28581
H -0.15159 4.25816 -2.28791
F -3.98421 -4.58730 -1.03802
Ge -3.31402 -2.90377 -0.67190
C -2.22048 -3.17967 -2.35428
C -3.08679 -3.66038 -3.33806
C -2.60794 -4.08994 -4.55800
C -1.23912 -4.08203 -4.78798
C -0.38596 -3.58171 -3.82686
C -0.85774 -3.07963 -2.60673
P 0.33981 -2.25835 -1.43733
C 1.32240 -3.78005 -1.10657
C 0.62770 -4.96257 -0.83651
C 1.30722 -6.13561 -0.55162
C 2.69517 -6.15110 -0.54071
C 3.39189 -4.97595 -0.77692
C 2.71185 -3.79416 -1.04030
C 1.25512 -1.36905 -2.77726
C 0.72438 -0.13102 -3.14029
C 1.15799 0.52733 -4.27894
C 2.14624 -0.03005 -5.06971
C 2.71289 -1.24148 -4.70022
C 2.27386 -1.90539 -3.56633
C -4.81270 -1.80381 -1.38750
C -6.06738 -2.35936 -1.62974
C -7.07492 -1.60900 -2.21143
C -6.83349 -0.28989 -2.57788
C -5.58965 0.27210 -2.35125
C -4.57909 -0.47069 -1.73935
P -2.90653 0.24229 -1.43087
C -2.60268 0.82180 -3.16911
C -2.45977 2.14844 -3.56782
C -2.20680 2.46297 -4.89718
C -2.09816 1.46293 -5.84890
C -2.24543 0.13749 -5.46473
C -2.48805 -0.17688 -4.13926
C -3.30222 1.82952 -0.60196
C -4.53686 2.12254 -0.03041
C -4.76216 3.36017 0.55761
C -3.75642 4.31370 0.58943
C -2.50805 4.01104 0.06601
C -2.27752 2.77472 -0.50919
C -3.81027 -3.21497 1.26949
C -4.88332 -4.10207 1.35716
C -5.47991 -4.37957 2.57203
C -5.00902 -3.76178 3.72006
C -3.95418 -2.87656 3.62925
C -3.33144 -2.57974 2.40807
P -1.88446 -1.38613 2.40595
C -2.68435 -0.30458 3.66951
C -3.83248 0.33590 3.19490
C -4.56022 1.19793 3.99311
C -4.16808 1.42115 5.30750
C -3.03060 0.79645 5.79099
C -2.28264 -0.04429 4.97366
C -0.77010 -2.60214 3.23794
C -0.77023 -2.98014 4.57879
C 0.12251 -3.93838 5.03972
C 1.00489 -4.55608 4.16367
C 0.98774 -4.21392 2.82019
C 0.11723 -3.23466 2.36857
H -4.14917 -3.70465 -3.14137
H -3.29531 -4.45109 -5.31265
H -0.83836 -4.45684 -5.72211
H 0.67321 -3.57038 -4.03000
H -0.45695 -4.96592 -0.84937
H 0.75195 -7.04235 -0.34475
H 3.22823 -7.07375 -0.34640
H 4.47566 -4.97571 -0.75667
H 3.26119 -2.87154 -1.15378
H -0.04243 0.32248 -2.52673
H 0.71968 1.48086 -4.54621
H 2.48957 0.48463 -5.95868
H 3.50566 -1.67594 -5.29818
H 2.72682 -2.85258 -3.31078
H -6.24307 -3.39886 -1.37460
H -8.04630 -2.05305 -2.39262
H -7.61567 0.29580 -3.04543
H -5.39598 1.29549 -2.65121
H -2.54454 2.94673 -2.84580
H -2.08926 3.50061 -5.18466
H -1.89389 1.71392 -6.88249
H -2.16130 -0.65703 -6.19622
H -2.59147 -1.21382 -3.85310
H -5.33349 1.39000 -0.04115
H -5.73519 3.58429 0.97934
H -3.93966 5.28207 1.03894
H -1.69841 4.72844 0.12030
H -1.28068 2.53926 -0.86748
H -5.25395 -4.59247 0.46989
H -6.30692 -5.07705 2.61783
H -5.46295 -3.96639 4.68243
H -3.61002 -2.38771 4.52981
H -4.14543 0.15905 2.17102
H -5.43159 1.70176 3.59335
H -4.73989 2.08079 5.94875
H -2.71228 0.96385 6.81394
H -1.38419 -0.48983 5.37451
H -1.48120 -2.55606 5.27400
H 0.11812 -4.21286 6.08807
H 1.70255 -5.29970 4.52865
H 1.65801 -4.70112 2.12170
H 0.13111 -2.94901 1.32357
C -0.89360 3.88736 4.31258
O -1.18756 3.36931 3.02100
C -0.84826 2.10391 2.71471
O -1.38172 1.54620 1.78838
N 0.04650 1.49943 3.55345
N 0.32749 0.14946 3.27170
H -1.50135 4.78310 4.41533
H 0.15936 4.16053 4.41293
H -1.16432 3.17063 5.08819
H 0.81960 2.07643 3.86197
H 0.72100 -0.27985 4.09858
H 1.01940 0.02203 2.52843
C 2.81905 3.49923 3.39235
As 2.78402 2.48670 1.63762
C 3.45259 4.03529 0.65213
C 4.50367 1.57364 2.05829
C 5.67216 2.41218 2.42547
C 6.46386 3.00207 1.43596
C 7.58686 3.74356 1.76349
C 7.95114 3.91413 3.09284
C 7.17050 3.34615 4.08928
C 6.04422 2.60824 3.75697
H 3.77328 4.01259 3.52385
H 2.68599 2.83045 4.25089
H 2.02579 4.25166 3.40432
H 4.30204 4.48767 1.16491
H 2.64478 4.76398 0.57859
H 3.73866 3.75394 -0.36088
H 4.72793 0.98812 1.17449
H 4.25562 0.87904 2.86284
H 6.18824 2.85285 0.39770
H 8.19052 4.18682 0.98036
H 8.84077 4.47576 3.35022
H 7.44754 3.47244 5.12936
H 5.44362 2.15758 4.53967
```